78
Properties=species:S:1:pos:R:3:forces:R:3 method="wB97M-V/def2-TZVPD" max_force_ev_per_a=4.2 homo_lumo_gap_ha="0.22503 / 0.25758" total_charge=0 s2=6.02 total_energy_ev=-113356.20985 e_lumo_ha="-0.0154 / -0.0151" spin_multiplicity=5
Cr -1.514 0.987 -0.643 1.594 -0.377 -1.014
N -5.593 0.839 -2.823 -0.699 0.751 -0.293
C -4.498 0.875 -1.727 -0.387 -0.583 -0.694
C -5.025 1.038 -0.314 -1.468 0.491 -0.363
P -3.786 -0.819 -1.940 2.637 1.152 -0.003
O -3.763 -0.827 -3.601 0.618 -0.785 0.465
O -4.656 -1.821 -1.330 -0.555 -0.273 -0.234
O -2.319 -0.637 -1.523 -1.348 -0.936 -0.491
P -3.507 2.373 -2.116 0.341 0.808 0.226
O -2.548 1.891 -3.346 -0.801 0.555 0.332
O -4.584 3.327 -2.548 0.914 -0.370 -0.124
O -2.550 2.684 -0.951 -2.131 0.114 -1.223
H -6.394 0.218 -2.540 0.885 0.834 -0.395
H -5.146 0.463 -3.695 -0.308 -0.107 0.882
H -5.864 1.829 -3.087 0.073 -0.785 0.883
H -5.809 0.265 -0.155 0.668 0.500 0.428
H -5.404 2.064 -0.095 -0.041 -0.680 -0.438
H -4.178 0.958 0.346 0.193 -0.589 0.496
H -2.835 -0.993 -3.875 -0.697 0.312 0.161
H -2.838 2.433 -4.085 0.218 0.079 -0.543
S -1.466 0.654 1.649 1.392 0.408 1.599
Sb 0.900 0.398 1.934 -1.928 -0.479 0.086
C 0.716 -1.738 2.293 1.910 1.498 -1.196
C 1.798 -2.399 2.839 0.055 -0.872 1.056
C 1.660 -3.759 3.168 0.013 -0.595 -0.344
C 0.470 -4.457 2.831 0.811 1.308 -0.285
C -0.500 -3.741 2.145 -0.220 -0.627 -0.260
C -0.357 -2.409 1.808 -0.144 -0.809 0.956
C 1.262 0.762 4.053 2.218 0.233 0.191
C 0.342 1.541 4.705 -1.097 0.205 0.171
C 0.349 1.672 6.091 1.718 -0.349 0.614
C 1.424 1.151 6.860 -0.349 -0.424 -1.590
C 2.447 0.444 6.201 0.221 0.387 -0.879
C 2.397 0.300 4.803 -1.129 0.131 -0.119
C 1.740 0.997 -0.100 0.558 1.270 0.879
C 1.214 -0.068 -1.046 -1.153 0.943 -0.348
C 2.277 -0.683 -1.908 0.397 -0.999 -1.387
C 2.929 0.264 -2.884 0.493 -0.499 -0.400
C 3.110 1.569 -2.743 -0.211 -0.491 0.445
C 2.680 2.324 -1.538 -1.222 0.471 -0.222
H 2.695 -1.826 3.090 -0.203 -0.559 0.000
H 2.494 -4.323 3.606 -0.355 0.403 -0.091
H 0.322 -5.519 2.981 0.225 0.122 0.297
H -1.391 -4.233 1.806 -0.299 -0.316 -0.072
H -1.105 -1.889 1.293 -1.071 0.497 -0.695
H -0.446 2.050 4.142 0.087 -0.365 0.152
H -0.427 2.246 6.549 -0.286 0.226 0.334
H 1.505 1.266 7.919 -0.284 0.196 0.503
H 3.366 0.057 6.692 -0.963 0.399 -0.062
H 3.245 -0.177 4.327 -0.159 -0.077 -0.113
H 0.699 -0.909 -0.584 -0.272 0.023 0.209
H 3.048 -1.098 -1.282 0.592 0.128 0.774
H 3.397 -0.204 -3.755 -0.446 0.048 0.067
H 3.530 2.096 -3.577 0.376 0.367 -0.107
H 2.905 3.397 -1.640 -0.274 -0.350 0.108
C 0.638 -4.218 -3.698 -1.236 -0.360 -0.363
C 0.049 -2.971 -4.007 2.081 -0.210 1.498
C 0.667 -1.856 -3.476 0.857 1.253 0.952
C 1.750 -1.965 -2.574 -0.399 0.143 -0.188
C 2.239 -3.222 -2.197 0.249 1.107 1.102
C 1.627 -4.346 -2.708 0.682 -1.030 -2.177
N 0.252 0.962 -1.665 1.366 -0.629 -0.631
C 1.122 2.048 -1.185 -1.741 -0.314 3.859
C 3.073 1.744 -0.160 0.737 -1.067 0.144
C 3.140 2.732 1.000 0.548 0.441 0.794
C 2.291 3.784 1.169 1.016 -0.435 -0.060
C 1.075 3.974 0.422 -1.826 0.923 -1.027
C 0.424 3.252 -0.527 1.532 -0.752 -0.055
H 0.258 -5.091 -4.282 0.404 0.559 0.954
H -0.838 -2.813 -4.542 -0.950 -0.352 -1.181
H 0.394 -0.792 -3.651 -0.395 -0.968 -0.127
H 3.078 -3.298 -1.446 -0.991 0.047 -0.937
H 2.148 -5.318 -2.633 -0.662 0.479 0.390
H 3.955 1.093 -0.230 0.118 0.334 0.323
H 3.922 2.509 1.787 -0.795 0.513 -1.114
H 2.405 4.614 1.918 0.356 -1.459 -0.382
H 0.555 4.876 0.745 -0.276 -0.291 0.116
H -0.640 3.399 -0.740 0.617 0.501 -0.215



75
Properties=species:S:1:pos:R:3:forces:R:3 method="wB97M-V/def2-TZVPD" max_force_ev_per_a=1.5 homo_lumo_gap_ha="0.22993 / 0.22109" total_charge=+1 total_energy_ev=-55041.78391 e_lumo_ha="-0.1498 / -0.1553" spin_multiplicity=1 relative_energy_kj_mol=85.17
Rh 1.252 -1.069 -0.297 0.066 1.301 0.727
C 1.260 0.190 -3.085 -0.031 0.053 -0.118
N 1.848 -0.943 -2.362 -0.347 -0.307 1.139
C 1.446 -2.215 -2.994 -0.077 -0.043 -0.162
C 3.328 -0.834 -2.314 0.351 0.047 -0.320
C 3.760 0.123 -1.244 0.178 0.098 0.107
N 3.108 -0.319 -0.025 -0.304 -0.586 -0.348
C 3.654 -0.104 1.216 -0.161 0.021 -0.079
C 3.158 -0.821 2.310 -0.022 -0.204 -0.079
F 2.145 -1.703 2.082 0.011 0.092 0.063
C 3.624 -0.662 3.592 0.024 -0.087 0.066
F 3.063 -1.373 4.575 0.016 -0.006 -0.049
C 4.645 0.223 3.869 0.002 0.023 0.135
C 5.150 0.948 2.812 0.112 0.056 -0.012
F 6.127 1.835 3.026 -0.047 -0.004 -0.023
C 4.671 0.805 1.523 0.005 0.153 -0.083
F 5.170 1.609 0.566 0.013 -0.014 0.027
H 1.605 0.186 -4.123 0.006 -0.068 -0.006
H 1.554 1.122 -2.617 0.101 -0.066 -0.038
H 0.174 0.107 -3.072 -0.006 -0.035 0.040
H 1.836 -2.269 -4.015 0.038 0.068 -0.001
H 0.361 -2.281 -3.023 -0.013 0.021 0.038
H 1.836 -3.053 -2.423 0.017 0.016 0.018
H 3.721 -0.528 -3.289 -0.154 -0.074 -0.103
H 3.723 -1.822 -2.079 -0.038 -0.031 0.013
H 3.477 1.154 -1.488 0.055 0.025 -0.023
H 4.849 0.092 -1.188 0.019 0.005 0.054
H 5.023 0.352 4.872 -0.003 -0.004 -0.014
C -3.274 0.653 -2.142 -0.014 0.016 0.027
C -4.143 1.032 -0.972 0.027 0.009 -0.078
C -5.529 1.048 -1.100 -0.018 -0.003 0.025
C -6.351 1.430 -0.051 0.021 -0.005 -0.027
C -5.796 1.812 1.162 0.007 0.009 0.006
C -4.420 1.790 1.318 0.006 -0.035 0.038
C -3.602 1.398 0.264 -0.030 -0.020 0.119
N -2.186 1.404 0.460 0.025 0.094 -0.031
C -1.388 0.309 0.362 -0.268 0.263 0.357
N -2.031 -0.868 0.375 -0.194 0.008 -0.155
C -1.541 -2.164 0.199 0.027 -0.304 0.171
C -0.190 -2.441 0.077 0.447 0.574 -0.915
C 0.235 -3.761 -0.042 -0.104 -0.196 0.133
C -0.684 -4.792 -0.088 0.134 0.005 0.069
C -2.041 -4.496 0.008 -0.025 0.004 0.006
C -2.494 -3.198 0.163 -0.122 -0.044 0.084
C -3.966 -2.903 0.298 0.028 -0.011 -0.021
N -0.082 0.419 0.330 0.452 -1.089 -0.772
C 0.502 1.725 0.286 0.136 0.080 0.036
C 0.485 2.458 -0.897 -0.081 0.037 -0.012
C 1.116 3.688 -0.976 -0.007 0.015 0.000
C 1.759 4.197 0.145 -0.005 -0.029 -0.001
C 1.746 3.480 1.330 -0.010 0.015 0.029
C 1.119 2.240 1.430 -0.017 -0.084 0.097
C 1.072 1.509 2.744 -0.131 0.160 -0.017
H -3.818 0.792 -3.075 0.011 -0.004 0.000
H -2.961 -0.394 -2.093 0.000 0.015 -0.004
H -2.372 1.269 -2.176 -0.023 -0.014 -0.002
H -5.969 0.775 -2.052 0.011 0.000 0.010
H -7.425 1.442 -0.185 0.017 -0.006 0.002
H -6.430 2.118 1.983 0.017 0.005 -0.014
H -3.966 2.075 2.259 -0.011 -0.020 -0.008
H -1.734 2.274 0.697 0.021 0.000 -0.096
H -3.025 -0.795 0.536 -0.017 0.021 -0.068
H 1.298 -3.987 -0.079 0.000 0.037 -0.095
H -0.352 -5.816 -0.194 -0.031 0.004 0.022
H -2.764 -5.302 -0.025 -0.006 0.023 -0.001
H -4.541 -3.826 0.257 -0.010 0.011 -0.002
H -4.329 -2.256 -0.506 0.003 0.005 0.021
H -4.199 -2.419 1.251 0.000 -0.015 -0.011
H -0.033 2.051 -1.757 -0.062 0.093 0.101
H 1.106 4.244 -1.905 -0.019 0.007 0.020
H 2.260 5.155 0.099 -0.002 -0.013 -0.008
H 2.227 3.892 2.210 0.017 -0.028 -0.029
H 1.943 1.748 3.353 0.017 -0.020 -0.011
H 1.015 0.435 2.602 -0.039 -0.041 0.044
H 0.185 1.805 3.312 0.010 0.018 -0.006



75
Properties=species:S:1:pos:R:3:forces:R:3 method="wB97M-V/def2-TZVPD" max_force_ev_per_a=1.5 homo_lumo_gap_ha="0.21734 / 0.24184" total_charge=+1 s2=6.06 total_energy_ev=-55038.82331 e_lumo_ha="-0.1228 / -0.1538" spin_multiplicity=5
Rh -0.183 -0.302 2.106 -1.021 0.683 0.042
C -2.650 -2.145 2.174 0.112 -0.020 0.121
N -1.499 -1.843 3.046 0.022 -0.446 -0.155
C -1.984 -1.340 4.344 -0.011 0.008 -0.121
C -0.638 -3.050 3.241 -0.156 0.233 0.032
C 0.550 -3.062 2.295 -0.198 0.192 -0.040
N 1.236 -1.766 2.447 1.322 -0.608 0.108
C 2.355 -1.448 1.873 -0.333 -0.323 0.193
C 3.067 -0.272 2.313 0.029 -0.095 -0.229
F 2.522 0.545 3.198 -0.570 0.209 0.356
C 4.334 -0.049 1.949 0.248 -0.524 -0.459
F 4.969 1.004 2.407 0.308 0.343 0.161
C 5.089 -0.978 1.130 0.318 0.434 0.167
C 4.448 -2.001 0.603 -0.286 -0.171 -0.079
F 5.076 -2.936 -0.090 0.131 -0.229 -0.106
C 2.952 -2.155 0.664 0.075 -0.109 0.014
F 2.654 -3.498 0.710 -0.064 0.000 -0.030
H -3.347 -2.823 2.676 -0.009 -0.014 -0.001
H -2.301 -2.614 1.257 0.034 0.001 -0.057
H -3.171 -1.220 1.925 0.016 0.000 0.010
H -2.565 -2.110 4.860 -0.018 -0.028 0.031
H -2.616 -0.470 4.178 0.004 0.008 -0.006
H -1.139 -1.056 4.968 0.023 0.017 -0.002
H -1.232 -3.955 3.110 -0.033 -0.070 0.035
H -0.269 -3.037 4.264 0.027 0.038 0.072
H 0.224 -3.227 1.267 -0.009 0.051 -0.116
H 1.210 -3.887 2.553 0.084 0.001 0.049
H 6.156 -0.849 0.999 -0.070 0.059 0.054
C 1.507 1.726 -4.348 -0.079 -0.004 -0.002
C 0.024 1.964 -4.207 0.105 0.018 0.016
C -0.702 2.606 -5.205 0.031 0.032 -0.036
C -2.066 2.827 -5.085 0.001 -0.017 0.010
C -2.736 2.380 -3.956 0.001 -0.009 0.012
C -2.040 1.719 -2.954 0.026 -0.026 0.031
C -0.665 1.531 -3.070 0.137 0.002 0.106
N 0.088 0.833 -2.072 -0.232 0.092 0.020
C -0.103 0.831 -0.714 0.097 0.159 -0.142
N -0.692 1.939 -0.219 -0.026 -0.089 0.112
C -1.112 2.350 1.084 0.039 -0.075 -0.123
C -0.953 1.576 2.232 0.160 0.335 0.338
C -1.346 2.135 3.459 -0.058 0.063 -0.167
C -1.914 3.391 3.534 -0.007 -0.025 0.023
C -2.095 4.121 2.365 -0.064 0.073 0.032
C -1.704 3.628 1.134 0.005 0.081 -0.168
C -1.887 4.466 -0.111 0.043 -0.025 0.083
N 0.334 -0.166 0.027 0.092 -0.312 -0.346
C 0.835 -1.325 -0.663 0.142 0.279 0.043
C 2.341 -1.537 -0.674 -0.100 0.071 0.045
C 2.798 -2.403 -1.812 0.115 0.139 0.104
C 1.935 -3.189 -2.491 -0.243 -0.102 -0.067
C 0.548 -3.129 -2.237 0.028 -0.059 -0.052
C 0.004 -2.119 -1.391 -0.116 -0.160 -0.100
C -1.486 -1.894 -1.441 0.004 -0.150 -0.028
H 1.898 2.242 -5.223 -0.028 -0.010 0.026
H 1.734 0.661 -4.472 -0.022 0.056 0.017
H 2.052 2.079 -3.469 -0.032 -0.010 -0.026
H -0.178 2.950 -6.092 -0.033 -0.032 0.059
H -2.605 3.338 -5.874 0.039 -0.028 0.050
H -3.805 2.528 -3.858 0.054 -0.009 0.000
H -2.571 1.337 -2.090 0.039 0.013 -0.001
H 0.684 0.096 -2.414 -0.019 -0.074 -0.012
H -0.842 2.639 -0.927 -0.048 0.077 -0.045
H -1.190 1.577 4.377 0.004 -0.012 -0.010
H -2.213 3.809 4.489 0.023 -0.032 -0.074
H -2.546 5.106 2.412 0.028 -0.038 -0.012
H -2.416 5.386 0.128 0.011 -0.017 0.011
H -2.470 3.949 -0.879 0.001 -0.001 0.005
H -0.926 4.753 -0.553 -0.046 -0.027 0.011
H 2.818 -0.551 -0.743 -0.027 0.043 0.062
H 3.859 -2.441 -2.023 -0.089 0.031 -0.020
H 2.307 -3.860 -3.258 -0.039 0.046 0.055
H -0.130 -3.781 -2.776 0.054 0.048 0.057
H -2.013 -2.844 -1.317 0.027 0.059 -0.025
H -1.782 -1.491 -2.413 0.031 -0.010 0.034
H -1.827 -1.202 -0.675 -0.004 -0.004 0.049